45
Properties=species:S:1:pos:R:3:forces:R:3:mulliken_charge:R:1 method="wB97M-V/def2-TZVPD" e_homo_ev=-15.83 lumo_energy_ev=-12.353 e_tot_ev=-78616.8874 total_charge=+2 e_above_lowest_ev=8.835 gap_ev=3.5
Al -1.33803 -1.33749 1.93853 -1.08 -0.81 -0.37 -0.18
C 1.74422 -3.57535 0.66436 1.34 -1.54 -0.79 0.77
F 2.74439 -3.90400 -0.26420 -2.65 1.24 2.68 -0.16
F 0.84735 -4.56738 0.72198 1.13 1.44 0.11 -0.14
F 2.23824 -3.29872 1.89356 -0.49 -0.52 -1.84 -0.16
S 0.90694 -1.90766 0.08732 3.96 -2.47 -0.57 0.57
O 1.22834 -0.90750 1.11377 2.58 -6.94 -1.57 -0.81
O 1.41060 -1.66108 -1.25850 1.72 -1.60 3.15 -0.51
N -0.80368 -2.11968 0.26316 2.92 -2.05 1.64 0.18
S -1.26352 -2.78779 -1.05193 -4.29 -7.07 -4.43 0.97
O -1.91191 -1.80579 -1.87821 -3.11 -3.99 -0.02 -0.60
O -0.33614 -3.75809 -1.66435 -1.02 2.66 1.55 -0.50
C -2.70280 -4.00715 -0.44884 0.26 -2.20 0.04 0.64
F -2.22544 -5.11320 0.20941 0.16 2.05 -0.45 -0.19
F -3.49775 -3.34431 0.40832 0.18 -0.05 -0.68 -0.20
F -3.34216 -4.53196 -1.50860 0.57 1.80 1.08 -0.17
O -0.45326 -0.20835 1.06134 -6.09 5.99 1.01 0.20
P 0.05458 0.98497 0.30169 0.90 7.02 -1.09 0.70
N -0.96713 2.37783 0.47514 2.62 -1.40 1.49 0.25
C -1.13660 3.01076 1.80313 1.41 -0.37 0.52 -1.14
C -2.15716 2.47414 -0.27545 -0.72 -0.88 -1.52 -0.86
N 0.21311 0.78519 -1.37421 -0.91 -0.86 1.65 0.54
C 0.89546 1.68748 -2.25119 0.75 1.05 -0.54 -0.81
C -0.41435 -0.36569 -1.94809 0.56 1.82 -1.16 -0.99
N 1.59140 1.49058 0.79660 -0.37 1.66 0.31 0.28
C 2.37028 0.81964 1.80973 1.61 0.79 0.89 -0.77
C 1.92810 2.99696 0.75898 -1.27 -0.74 -0.51 -0.83
H -0.29462 2.76491 2.45021 0.01 -0.43 0.11 0.41
H -2.03821 2.67862 2.31781 -0.22 0.12 -0.22 0.35
H -1.04338 4.09647 1.77799 -0.61 0.04 -0.52 0.37
H -2.89679 1.78454 0.13136 -0.61 0.24 -0.01 0.33
H -1.91478 2.13719 -1.28333 -0.47 0.24 -0.26 0.27
H -2.52287 3.50056 -0.30455 -0.03 -0.12 0.04 0.36
H 0.75559 1.37967 -3.28743 -0.21 -0.21 0.18 0.36
H 0.51650 2.70596 -2.16635 0.09 0.07 0.16 0.39
H 1.97494 1.67249 -2.10086 0.10 0.09 0.20 0.33
H -1.50118 -0.31886 -1.87950 0.09 1.42 0.53 0.47
H -0.27582 -0.46636 -3.02455 0.44 0.37 -0.01 0.65
H 0.01170 -1.28771 -1.55254 -1.55 2.69 -1.82 -0.36
H 2.32175 -0.25466 1.63190 2.06 1.32 1.05 0.30
H 3.42703 1.08606 1.82979 -0.20 0.68 -0.32 0.41
H 1.95922 0.98620 2.80542 -0.12 0.02 0.25 0.30
H 2.99634 3.18855 0.86014 -0.13 -0.44 -0.10 0.37
H 1.38011 3.48632 1.56418 0.35 -0.04 0.20 0.34
H 1.52141 3.43369 -0.15316 0.36 -0.10 -0.04 0.28

---

116
Properties=species:S:1:pos:R:3:forces:R:3:mulliken_charge:R:1 method="wB97M-V/def2-TZVPD" e_homo_ev="-11.51 / -11.47" multiplicity=2 lumo_energy_ev="-3.152 / -9.131" e_tot_ev=-755112.0185 total_charge=+1 gap_ev="8.4 / 2.3"
C 3.05667 1.51998 0.59547 0.17 -0.13 -0.87 -0.32
C 2.70254 2.55224 1.61587 -1.24 -0.36 1.51 0.70
O 1.53426 2.89396 1.79660 0.96 -0.33 -0.58 -0.45
C 3.76594 3.12265 2.52255 0.48 0.38 -0.64 -1.36
H 2.24824 0.81761 0.39244 -0.07 0.06 0.39 -0.35
H 3.99618 0.98667 0.74044 -0.06 0.06 0.39 0.41
H 3.19451 2.03751 -0.35388 0.07 0.27 -0.18 0.28
H 4.71246 3.21941 1.99071 -0.02 0.39 -0.29 0.41
H 4.08645 2.50386 3.36069 -0.69 -0.32 0.12 0.30
H 3.39204 4.08676 2.86719 0.28 -0.09 0.17 0.34
C 0.40808 4.59130 -1.32525 0.48 0.41 -0.19 -0.20
C 1.27132 5.05652 -2.45684 -0.05 1.58 -0.20 0.28
O 1.58828 6.24429 -2.51424 -0.11 -2.06 -0.39 -0.60
C 1.62632 3.97648 -3.45931 -0.37 0.85 -0.77 -0.73
H -0.52344 5.15542 -1.37157 -0.10 -0.21 -0.03 0.42
H 0.93646 4.94133 -0.43847 -0.22 -0.52 0.26 0.24
H 0.26913 3.51319 -1.40571 -0.17 0.06 0.59 -0.19
H 1.72721 4.42840 -4.44606 0.69 0.09 0.09 0.26
H 0.78521 3.29907 -3.60685 0.05 -0.28 0.45 0.17
H 2.51659 3.43465 -3.14005 0.00 -0.03 -0.15 0.32
O -1.42048 -1.75597 1.18419 0.39 0.87 -0.68 -0.63
C -0.69012 -0.76992 1.19230 -0.80 -2.40 2.83 0.39
O -0.09606 -0.25962 0.17411 1.44 1.74 -0.40 0.79
C -0.12850 -0.87781 -1.08211 -0.38 0.11 -1.22 0.47
C 0.50513 0.06649 -2.08451 -0.07 -0.19 -0.81 -1.02
C -0.30427 -0.07793 2.48374 -0.54 0.43 -0.54 0.20
H -1.18742 -1.02395 -1.29529 0.19 -0.51 -0.40 -0.30
H 0.42063 -1.81917 -1.06230 -0.20 -0.14 0.15 -0.09
H 0.54891 -0.40610 -3.06576 0.04 -0.43 0.02 0.30
H 1.53863 0.32837 -1.85786 -0.14 0.08 0.28 0.14
H -0.08860 0.95491 -2.29972 -0.02 0.25 0.54 0.15
H -0.52411 0.97429 2.30321 0.04 0.26 0.42 -0.42
H 0.76416 -0.12683 2.69393 -0.07 -0.16 -0.18 0.10
H -0.87518 -0.48811 3.31676 0.10 0.15 -0.18 0.02
O -3.58540 3.24864 4.84564 1.12 -0.51 0.30 -0.56
C -3.54329 3.39653 6.05489 -3.00 -0.31 -0.99 0.79
O -3.62148 2.36960 6.93241 0.26 0.39 0.24 -0.36
C -3.48842 1.02056 6.45680 1.24 -0.18 -1.63 -0.27
C -2.01027 0.76116 6.07624 -0.18 0.03 1.48 -0.66
C -3.90185 4.74895 6.63937 1.50 -0.50 0.52 -1.09
H -4.05938 0.84835 5.54442 -0.33 0.50 -0.06 0.23
H -3.89488 0.28762 7.15372 0.28 0.64 0.59 0.39
H -1.68628 1.32359 5.20058 -0.25 -0.49 -0.23 0.00
H -1.80009 -0.30811 6.10031 -0.08 -0.08 -0.82 0.24
H -1.35608 1.10052 6.87933 -0.11 0.30 0.24 0.36
H -4.03820 5.46485 5.82883 -0.31 -0.26 0.18 0.29
H -3.02933 5.07207 7.20718 -0.07 0.26 0.28 0.33
H -4.72876 4.64014 7.34113 -0.03 0.14 -0.25 0.32
O 0.15654 2.17855 -8.59822 0.55 -0.82 3.09 -0.59
C 0.67350 2.15408 -7.47173 0.12 1.43 -2.71 0.63
O 0.27448 1.53242 -6.36397 1.45 0.11 0.59 -0.18
C -0.73573 0.59549 -6.35184 -3.11 0.82 -1.04 -0.47
C -1.98928 1.31803 -5.74332 0.73 -1.75 0.56 -0.73
C 1.93953 2.93226 -7.15283 -0.53 -0.49 -0.35 -0.88
H -0.44273 -0.31646 -5.83166 0.07 0.20 0.02 0.35
H -1.03408 0.41581 -7.38471 0.31 -0.61 -0.11 0.40
H -2.85293 0.65922 -5.83377 -0.21 0.11 -0.45 0.43
H -2.16113 2.29011 -6.20552 0.06 -0.16 0.15 0.31
H -1.83292 1.33830 -4.66479 0.08 0.76 0.19 -0.04
H 1.75651 3.99578 -7.30618 0.04 -0.04 0.14 0.29
H 2.65828 2.61125 -7.90678 0.23 0.11 0.20 0.31
H 2.25150 2.68837 -6.13730 0.23 0.27 -0.23 0.18
O 3.95496 -2.56517 -0.14642 1.70 -1.58 2.87 -0.61
C 4.19952 -2.83286 1.05818 -0.58 1.19 -2.34 0.39
O 5.19277 -3.59861 1.60500 -1.66 0.96 -1.98 -0.29
C 6.10495 -4.22082 0.65691 0.36 -1.22 1.28 -0.02
C 6.68519 -5.40597 1.50378 0.57 -0.06 -0.65 -1.22
C 3.33091 -2.22068 2.09808 -0.10 -1.46 1.08 -0.34
H 6.78002 -3.42476 0.34281 0.49 -0.37 0.20 0.33
H 5.62967 -4.58741 -0.25293 -0.48 0.06 0.27 0.11
H 5.98408 -6.19070 1.78798 -0.84 0.65 0.03 0.30
H 7.18902 -5.08992 2.41723 -0.12 0.31 -0.10 0.31
H 7.39022 -6.05409 0.98324 0.42 0.59 -0.53 0.42
H 2.35041 -1.92355 1.72600 0.52 0.63 -0.23 -0.15
H 3.89788 -1.53964 2.73276 -0.26 0.43 -0.27 0.38
H 3.08215 -3.03892 2.77388 0.07 -0.11 0.23 0.35
Br -1.12200 5.21127 1.49260 -0.97 -1.00 0.49 -0.04
C -2.22419 3.64600 2.03233 -0.29 -0.25 -1.15 -0.62
C -2.42039 2.70441 0.77731 0.76 1.09 0.54 -0.20
Br -3.95142 1.49508 1.18025 0.77 -0.09 -0.50 0.15
H -3.23923 3.97303 2.25779 0.47 0.43 0.62 0.57
H -1.70940 3.16271 2.86272 -0.29 0.07 -0.16 0.16
H -1.52357 2.13224 0.53978 -0.26 -0.33 0.09 -0.10
H -2.72398 3.31705 -0.07158 -0.18 -0.24 0.08 0.68
Br -3.87668 -0.47646 -1.89818 -0.29 0.70 0.02 0.06
C -4.79358 0.88432 -3.01672 0.32 0.92 -0.14 -0.30
C -5.38019 1.92562 -2.07783 -0.71 0.04 0.17 -0.56
Br -6.36926 3.31585 -3.03220 0.19 -0.46 -0.08 -0.09
H -5.56007 0.41572 -3.63399 0.09 -0.29 0.36 0.45
H -4.05021 1.34457 -3.66762 0.16 -0.34 0.12 0.24
H -4.66532 2.50716 -1.49571 0.16 -0.49 -0.14 0.04
H -6.09548 1.41929 -1.42970 0.03 0.32 0.12 0.45
Br -3.19783 -5.28648 0.96116 0.37 0.32 -0.94 -0.16
C -2.07952 -4.85342 -0.63031 0.09 1.02 0.11 -0.41
C -2.92900 -4.16030 -1.71174 -0.01 -1.73 -0.37 -0.48
Br -1.75635 -3.64175 -3.27648 -0.78 -0.04 1.10 -0.17
H -1.62088 -5.79714 -0.92551 -0.38 0.12 -0.27 0.51
H -1.26886 -4.18174 -0.34787 -0.17 -0.06 0.54 0.05
H -3.60387 -3.35571 -1.41977 0.76 0.25 0.22 0.23
H -3.59151 -4.93653 -2.09469 0.03 0.16 -0.41 0.47
Br 2.07427 -6.17782 -0.86094 -0.29 0.50 -0.08 -0.16
C 1.80723 -5.16695 -2.50004 0.42 -0.28 -1.43 -0.41
C 2.66538 -3.91840 -2.62650 -0.19 -0.55 1.34 -0.03
Br 2.29278 -3.16062 -4.34057 0.03 0.33 -0.47 -0.12
H 0.77353 -4.96736 -2.78238 -0.16 0.00 0.90 0.10
H 2.13446 -5.83705 -3.29501 0.09 -0.19 0.16 0.44
H 3.71617 -4.19396 -2.53708 -0.06 0.29 -0.22 0.37
H 2.43665 -3.17842 -1.85954 0.09 -0.04 -0.18 -0.18
Br 0.41946 -5.94418 3.31195 -0.31 0.69 -0.03 -0.13
C -0.99938 -4.58096 3.54047 0.39 0.31 0.33 -0.07
C -0.74088 -3.63523 4.73133 0.22 0.06 -0.40 -0.50
Br 0.99889 -2.57065 4.49713 -1.34 -1.15 0.56 -0.09
H -1.86575 -5.23389 3.64627 -0.10 0.45 0.49 0.44
H -1.14768 -4.00808 2.62509 0.43 -0.18 -0.01 -0.31
H -0.80334 -4.14788 5.69122 0.84 -0.03 -0.08 0.45
H -1.45583 -2.81785 4.82540 -0.16 -0.16 -0.56 0.25

---

Repeat the first record exactly.
45
Properties=species:S:1:pos:R:3:forces:R:3:mulliken_charge:R:1 method="wB97M-V/def2-TZVPD" e_homo_ev=-15.83 lumo_energy_ev=-12.353 e_tot_ev=-78616.8874 total_charge=+2 e_above_lowest_ev=8.835 gap_ev=3.5
Al -1.33803 -1.33749 1.93853 -1.08 -0.81 -0.37 -0.18
C 1.74422 -3.57535 0.66436 1.34 -1.54 -0.79 0.77
F 2.74439 -3.90400 -0.26420 -2.65 1.24 2.68 -0.16
F 0.84735 -4.56738 0.72198 1.13 1.44 0.11 -0.14
F 2.23824 -3.29872 1.89356 -0.49 -0.52 -1.84 -0.16
S 0.90694 -1.90766 0.08732 3.96 -2.47 -0.57 0.57
O 1.22834 -0.90750 1.11377 2.58 -6.94 -1.57 -0.81
O 1.41060 -1.66108 -1.25850 1.72 -1.60 3.15 -0.51
N -0.80368 -2.11968 0.26316 2.92 -2.05 1.64 0.18
S -1.26352 -2.78779 -1.05193 -4.29 -7.07 -4.43 0.97
O -1.91191 -1.80579 -1.87821 -3.11 -3.99 -0.02 -0.60
O -0.33614 -3.75809 -1.66435 -1.02 2.66 1.55 -0.50
C -2.70280 -4.00715 -0.44884 0.26 -2.20 0.04 0.64
F -2.22544 -5.11320 0.20941 0.16 2.05 -0.45 -0.19
F -3.49775 -3.34431 0.40832 0.18 -0.05 -0.68 -0.20
F -3.34216 -4.53196 -1.50860 0.57 1.80 1.08 -0.17
O -0.45326 -0.20835 1.06134 -6.09 5.99 1.01 0.20
P 0.05458 0.98497 0.30169 0.90 7.02 -1.09 0.70
N -0.96713 2.37783 0.47514 2.62 -1.40 1.49 0.25
C -1.13660 3.01076 1.80313 1.41 -0.37 0.52 -1.14
C -2.15716 2.47414 -0.27545 -0.72 -0.88 -1.52 -0.86
N 0.21311 0.78519 -1.37421 -0.91 -0.86 1.65 0.54
C 0.89546 1.68748 -2.25119 0.75 1.05 -0.54 -0.81
C -0.41435 -0.36569 -1.94809 0.56 1.82 -1.16 -0.99
N 1.59140 1.49058 0.79660 -0.37 1.66 0.31 0.28
C 2.37028 0.81964 1.80973 1.61 0.79 0.89 -0.77
C 1.92810 2.99696 0.75898 -1.27 -0.74 -0.51 -0.83
H -0.29462 2.76491 2.45021 0.01 -0.43 0.11 0.41
H -2.03821 2.67862 2.31781 -0.22 0.12 -0.22 0.35
H -1.04338 4.09647 1.77799 -0.61 0.04 -0.52 0.37
H -2.89679 1.78454 0.13136 -0.61 0.24 -0.01 0.33
H -1.91478 2.13719 -1.28333 -0.47 0.24 -0.26 0.27
H -2.52287 3.50056 -0.30455 -0.03 -0.12 0.04 0.36
H 0.75559 1.37967 -3.28743 -0.21 -0.21 0.18 0.36
H 0.51650 2.70596 -2.16635 0.09 0.07 0.16 0.39
H 1.97494 1.67249 -2.10086 0.10 0.09 0.20 0.33
H -1.50118 -0.31886 -1.87950 0.09 1.42 0.53 0.47
H -0.27582 -0.46636 -3.02455 0.44 0.37 -0.01 0.65
H 0.01170 -1.28771 -1.55254 -1.55 2.69 -1.82 -0.36
H 2.32175 -0.25466 1.63190 2.06 1.32 1.05 0.30
H 3.42703 1.08606 1.82979 -0.20 0.68 -0.32 0.41
H 1.95922 0.98620 2.80542 -0.12 0.02 0.25 0.30
H 2.99634 3.18855 0.86014 -0.13 -0.44 -0.10 0.37
H 1.38011 3.48632 1.56418 0.35 -0.04 0.20 0.34
H 1.52141 3.43369 -0.15316 0.36 -0.10 -0.04 0.28